Record 1
ORCA calculation (ωB97M-V/def2-TZVPD) on a single C5H8N2O molecule.

Output
* SMILES string: [H]/N=C(\NC=C)C(C)=O
* ΔE to the lowest compared entry with this formula, charge and spin: 68.2 kcal/mol
* total energy: -379.9795 Eh
* Kohn-Sham gap: 8.958 eV
* lowest unoccupied orbital energy: 0.0 eV
* HOMO level: -8.9 eV
* strongest force on any atom: 4.50 eV Å⁻¹

Each line ends with the natural charge from an NBO analysis.
CARTESIAN COORDINATES (ANGSTROEM)
1 H -0.271 2.778 -0.198  0.3489
2 N -0.986 2.053 -0.209  -0.5744
3 C -0.396 1.006 0.305  0.3113
4 N 1.010 1.050 0.580  -0.6840
5 C 1.842 -0.098 0.324  0.0138
6 C 1.635 -0.895 -0.726  -0.5093
7 C -0.993 -0.330 0.653  0.5513
8 C -1.896 -0.777 -0.489  -0.7431
9 O -0.795 -0.975 1.601  -0.4798
10 H 1.224 1.581 1.507  0.4052
11 H 2.659 -0.078 1.064  0.2102
12 H 0.643 -0.922 -1.267  0.2044
13 H 2.314 -1.796 -0.745  0.2243
14 H -1.556 0.033 -1.122  0.2342
15 H -2.938 -0.985 -0.254  0.2529
16 H -1.494 -1.645 -1.024  0.2341

Record 2
ORCA calculation (ωB97M-V/def2-TZVPD) on a molecular structure, C5H8N2O.

Output
* ΔE to the lowest compared entry with this formula, charge and spin: 99.7 kcal/mol
* total energy: -379.9293 Eh
* Kohn-Sham gap: 10.647 eV
* lowest unoccupied orbital energy: 0.7 eV
* HOMO level: -9.9 eV
* strongest force on any atom: 7.72 eV Å⁻¹

Each line ends with the natural charge from an NBO analysis.
CARTESIAN COORDINATES (ANGSTROEM)
1 C 1.664 -1.080 0.328  -0.0658
2 C 0.196 -0.241 0.478  -0.0638
3 C -0.998 1.461 -0.225  -0.1780
4 C -0.832 -0.118 -0.667  -0.3293
5 C -2.079 -0.829 -0.420  0.2700
6 H 1.938 0.465 -0.686  0.4714
7 H 1.649 -2.181 -0.144  0.1935
8 H 2.158 -1.072 1.283  0.1620
9 H -0.407 -0.755 1.275  0.1989
10 H 0.694 1.644 1.143  0.3686
11 H -1.787 1.399 0.644  0.1791
12 H -1.213 2.295 -0.961  0.2220
13 H -0.649 -0.336 -1.737  0.2653
14 N 0.282 1.160 0.269  -0.6402
15 N -3.028 -1.275 0.120  -0.3263
16 O 2.413 -0.538 -0.700  -0.7275

Record 3
ORCA calculation (ωB97M-V/def2-TZVPD) on a single C5H8N2O molecule.

Output
* ΔE to the lowest compared entry with this formula, charge and spin: 145.7 kcal/mol
* total energy: -379.8559 Eh
* Kohn-Sham gap (spin up / spin down): 6.487 / 6.490 eV
* lowest unoccupied orbital energy (spin up / spin down): -1.5 / -1.5 eV
* HOMO level (spin up / spin down): -8.0 / -8.0 eV
* strongest force on any atom: 3.10 eV Å⁻¹

Each line ends with the natural charge from an NBO analysis.
CARTESIAN COORDINATES (ANGSTROEM)
1 C -0.216 0.645 0.950  -0.2507
2 C 2.163 0.324 0.571  -0.4462
3 N 0.895 -0.219 0.977  -0.3842
4 N -0.074 0.013 -1.472  -0.5795
5 C 0.019 -1.170 -0.787  0.7174
6 C -1.004 -0.025 -0.266  0.0109
7 C -2.365 -0.214 -0.249  -0.3393
8 O 0.213 -2.321 -1.032  -0.5340
9 H -0.526 0.006 -2.383  0.4001
10 H -0.020 1.692 0.680  0.1819
11 H -0.822 0.549 1.848  0.2032
12 H 2.786 -0.464 0.141  0.2133
13 H 2.093 1.160 -0.134  0.1767
14 H 2.676 0.673 1.480  0.2094
15 H -3.000 0.476 0.291  0.2087
16 H -2.818 -1.125 -0.616  0.2122

What did the third record say?
ORCA calculation (ωB97M-V/def2-TZVPD) on a single C5H8N2O molecule.

Output
* ΔE to the lowest compared entry with this formula, charge and spin: 145.7 kcal/mol
* total energy: -379.8559 Eh
* Kohn-Sham gap (spin up / spin down): 6.487 / 6.490 eV
* lowest unoccupied orbital energy (spin up / spin down): -1.5 / -1.5 eV
* HOMO level (spin up / spin down): -8.0 / -8.0 eV
* strongest force on any atom: 3.10 eV Å⁻¹

Each line ends with the natural charge from an NBO analysis.
CARTESIAN COORDINATES (ANGSTROEM)
1 C -0.216 0.645 0.950  -0.2507
2 C 2.163 0.324 0.571  -0.4462
3 N 0.895 -0.219 0.977  -0.3842
4 N -0.074 0.013 -1.472  -0.5795
5 C 0.019 -1.170 -0.787  0.7174
6 C -1.004 -0.025 -0.266  0.0109
7 C -2.365 -0.214 -0.249  -0.3393
8 O 0.213 -2.321 -1.032  -0.5340
9 H -0.526 0.006 -2.383  0.4001
10 H -0.020 1.692 0.680  0.1819
11 H -0.822 0.549 1.848  0.2032
12 H 2.786 -0.464 0.141  0.2133
13 H 2.093 1.160 -0.134  0.1767
14 H 2.676 0.673 1.480  0.2094
15 H -3.000 0.476 0.291  0.2087
16 H -2.818 -1.125 -0.616  0.2122